Model w:
Here is one molecule with the formula C7H9N from OMol25. Energies are from ωB97M-V/def2-TZVPD.

Summary:
M   107.16 g/mol
2S+1   1
Orbital gap   9.276 eV
LUMO level   1.1 eV
Total charge   0
HOMO energy   -8.1667 eV

Element x y z (Å)
N1 0.61286 0.39274 -0.99707
C1 -0.31339 -1.28240 0.54488
C2 -1.36676 1.06010 0.23173
C3 -0.27501 -0.73212 -0.90498
C4 0.80544 -0.25404 1.02778
C5 1.82751 -0.01140 -0.09182
C6 -1.49420 -0.40388 -0.04539
C7 0.09442 1.08219 0.13681
H1 -1.43528 1.79031 -0.69048
H2 0.80349 0.01922 2.09823
H3 2.43779 0.79095 0.16112
H4 -0.46561 -2.26365 0.99671
H5 -2.21264 -1.13201 -0.29040
H6 2.31706 -0.89615 -0.52241
H7 -0.50844 -1.46340 -1.54289
H8 0.69020 2.06580 0.27345
H9 -1.58471 1.58910 1.10210

Mulliken population analysis, charges in e, atoms 1 to 6: atom 1 (N): -0.61, atom 2 (C): -0.15, atom 3 (C): -0.72, atom 4 (C): -0.65, atom 5 (C): -0.34, atom 6 (C): -0.45

Model x:
Here is a 2-piece molecular cluster, C7H9N overall from OMol25. Energies are from ωB97M-V/def2-TZVPD.

Summary:
M   107.16 g/mol
2S+1   1
Orbital gap   10.595 eV
LUMO level   1.0 eV
Total charge   0
HOMO energy   -9.5704 eV

Element x y z (Å)
N1 -1.03153 -1.67539 1.65345
C1 -0.28764 -0.03283 0.09061
C2 -1.10877 -2.55197 0.60771
C3 0.71380 2.71045 0.07131
C4 -0.57206 -0.49172 1.37608
C5 -0.80398 -2.27120 -0.67584
C6 -0.30953 -0.98889 -0.91100
C7 1.54279 1.89971 -0.60061
H1 -0.10957 -0.67401 -1.88061
H2 2.27044 2.45980 -1.31043
H3 1.61799 0.91328 -0.29751
H4 -1.39013 -3.58451 0.80418
H5 -0.48148 0.17582 2.18844
H6 -0.84400 -3.05989 -1.46177
H7 0.86811 3.76767 -0.10540
H8 -0.08294 2.43968 0.70334
H9 0.00849 0.96401 -0.25194

Mulliken population analysis, charges in e, atoms 1 to 6: atom 1 (N): -0.59, atom 2 (C): -0.34, atom 3 (C): -0.26, atom 4 (C): -0.61, atom 5 (C): 0.02, atom 6 (C): -0.32

The structure with the greatest stability is model x.

Model w:
Here is C7H9N as an isolated structure from OMol25. Energies are from ωB97M-V/def2-TZVPD.

Summary:
M   107.16 g/mol
2S+1   1
Orbital gap   8.127 eV
LUMO level   0.8 eV
Total charge   0
HOMO energy   -7.2897 eV

Element x y z (Å)
N1 0.75869 -0.27850 -1.30290
C1 0.27110 -0.86030 0.69946
C2 0.92979 -1.30709 -0.47299
C3 -0.05470 0.69084 -0.98587
C4 -0.08215 1.91526 -1.71756
C5 -0.19159 -1.32344 1.91972
C6 -1.15308 0.05465 1.64792
C7 -0.28041 0.26791 0.41062
H1 -0.24485 2.77111 -0.99939
H2 1.13864 -0.59679 -2.31259
H3 -2.30373 -0.34393 1.48683
H4 1.45066 -2.37522 -0.66131
H5 0.77625 -1.13867 2.46925
H6 -0.56460 -2.35645 2.01130
H7 -0.82935 2.11231 -2.59407
H8 -0.98764 0.91045 2.32503
H9 1.36697 1.85787 -1.92344

Mulliken population analysis, charges in e, atoms 1 to 6: atom 1 (N): -0.04, atom 2 (C): 0.43, atom 3 (C): -0.61, atom 4 (C): -0.12, atom 5 (C): -1.00, atom 6 (C): -0.87

Model x:
Here is a 2-piece molecular cluster, C7H9N overall from OMol25. Energies are from ωB97M-V/def2-TZVPD.

Summary:
M   107.16 g/mol
2S+1   1
Orbital gap   9.715 eV
LUMO level   0.5 eV
Total charge   0
HOMO energy   -9.2041 eV

Element x y z (Å)
N1 0.26300 -0.90851 1.19259
C1 1.12955 -1.39671 0.22089
C2 -2.44019 0.45220 -0.40328
C3 1.01298 1.30262 0.38373
C4 1.88356 -0.60262 -0.57760
C5 -1.71022 -0.66077 -0.28564
C6 1.86048 0.78276 -0.43681
C7 0.22227 0.46511 1.16732
H1 -0.63062 -0.71361 -0.11144
H2 2.58912 1.33966 -0.88477
H3 2.57568 -0.96326 -1.31418
H4 0.84066 -2.46482 0.00023
H5 -3.50285 0.37076 -0.48465
H6 0.66828 2.27352 0.25961
H7 -2.22043 -1.58441 -0.41294
H8 -0.56226 0.87865 1.84376
H9 -1.97899 1.42945 -0.15683

Mulliken population analysis, charges in e, atoms 1 to 6: atom 1 (N): -0.62, atom 2 (C): -0.24, atom 3 (C): -0.55, atom 4 (C): -0.54, atom 5 (C): -0.40, atom 6 (C): -0.07

Model y:
Here is one molecule with the formula C7H9N from OMol25. Energies are from ωB97M-V/def2-TZVPD.

Summary:
M   107.16 g/mol
2S+1   1
Orbital gap   9.842 eV
LUMO level   0.7 eV
Total charge   0
HOMO energy   -9.1043 eV

Element x y z (Å)
N1 -1.55173 0.92633 0.20294
C1 2.59485 1.16593 0.30628
C2 0.53154 -0.26612 -0.18875
C3 -2.32774 1.03577 -0.79522
C4 -1.05615 -0.29698 0.51793
C5 1.38255 0.71211 0.55166
C6 0.89503 -1.19655 -1.03104
C7 -1.55538 -1.37089 1.06746
H1 1.90647 -1.28545 -1.40457
H2 0.27891 -2.09621 -1.38140
H3 3.35366 0.90810 -0.40403
H4 0.95759 1.12520 1.46280
H5 -2.45617 0.22050 -1.55903
H6 3.16767 1.86292 0.84712
H7 -2.57981 -1.35515 1.26362
H8 -2.85774 1.93231 -0.92313
H9 -0.68354 -2.02180 1.46736

Mulliken population analysis, charges in e, atoms 1 to 6: atom 1 (N): -0.36, atom 2 (C): -0.97, atom 3 (C): 0.40, atom 4 (C): -0.30, atom 5 (C): 0.27, atom 6 (C): 0.05

The structure with the greatest stability is model x.

Model w:
Here is one molecule with the formula C7H9N from OMol25. Energies are from ωB97M-V/def2-TZVPD.

Summary:
M   107.16 g/mol
2S+1   1
Orbital gap (alpha / beta)   7.343 / 7.343 eV
LUMO level (alpha / beta)   0.0 / 0.0 eV
Total charge   0
HOMO energy (alpha / beta)   -7.3581 / -7.3547 eV

Element x y z (Å)
N1 -1.92688 0.31064 0.71202
C1 -1.46707 -0.74374 0.24944
C2 1.36350 -1.61114 0.43299
C3 -1.54905 1.49688 0.47692
C4 -0.27146 1.59404 -0.43661
C5 0.91824 -0.43582 0.26093
C6 -1.72703 -1.90653 -0.24814
C7 0.95359 1.01837 0.21437
H1 -1.87964 2.38398 0.96852
H2 -2.63613 -2.03186 -0.83208
H3 2.44864 -1.62679 0.37130
H4 -0.35880 1.05572 -1.43514
H5 -0.90136 -2.52645 -0.51912
H6 -0.04724 2.67980 -0.42871
H7 0.92298 -2.53365 0.59379
H8 1.86817 1.51235 -0.21561
H9 1.03188 1.42555 1.30928

Mulliken population analysis, charges in e, atoms 1 to 6: atom 1 (N): -0.42, atom 2 (C): 0.48, atom 3 (C): -0.90, atom 4 (C): -0.17, atom 5 (C): -0.77, atom 6 (C): 0.16

Model x:
Here is one molecule with the formula C7H9N from OMol25. Energies are from ωB97M-V/def2-TZVPD.

Summary:
M   107.16 g/mol
2S+1   1
Orbital gap   9.017 eV
LUMO level   0.9 eV
Total charge   0
HOMO energy   -8.0675 eV

Element x y z (Å)
N1 -1.28778 -0.50963 0.46546
C1 0.77026 0.32806 -1.27045
C2 -1.21188 0.75018 -0.19676
C3 0.72208 0.45441 1.17574
C4 0.27287 1.17167 -0.04663
C5 0.34081 -0.91425 -1.30697
C6 -0.08864 -1.29486 -0.00212
C7 0.86900 -0.88678 1.03339
H1 -1.74605 0.73571 -1.21296
H2 0.64358 2.26246 -0.11216
H3 -1.20875 -0.57613 1.69060
H4 0.91629 1.38465 1.84149
H5 -0.41720 -2.29439 -0.01364
H6 0.80257 -1.57222 -2.17737
H7 -1.78365 1.55612 0.36162
H8 1.05980 1.06342 -2.05324
H9 1.34671 -1.65841 1.82400

Mulliken population analysis, charges in e, atoms 1 to 6: atom 1 (N): -0.54, atom 2 (C): -0.52, atom 3 (C): -0.57, atom 4 (C): -0.43, atom 5 (C): 0.01, atom 6 (C): -0.45

The structure with the greatest stability is model x.

Model w:
Here is one molecule with the formula C7H9N from OMol25. Energies are from ωB97M-V/def2-TZVPD.

Summary:
M   107.16 g/mol
2S+1   1
Orbital gap   9.970 eV
LUMO level   0.7 eV
Total charge   0
HOMO energy   -9.2637 eV

Element x y z (Å)
N1 0.43184 -2.15566 -3.30481
C1 -0.30961 1.55694 0.15691
C2 -0.52800 -0.96062 0.17230
C3 -0.14324 0.18435 -0.73719
C4 0.65782 -0.51148 1.22925
C5 -0.07218 -1.75941 -2.29204
C6 0.68141 0.92499 1.10993
C7 -0.71267 -1.00895 -1.33753
H1 0.98673 0.41765 -0.84462
H2 1.56570 1.38837 1.24878
H3 0.15225 1.19573 2.09815
H4 -1.95127 -0.90691 -1.54917
H5 -0.19397 2.45912 -0.58050
H6 -1.24573 1.64850 0.60697
H7 -1.60687 -0.63548 0.58443
H8 1.88815 -0.79078 1.19259
H9 0.39965 -1.04636 2.24655

Mulliken population analysis, charges in e, atoms 1 to 6: atom 1 (N): -0.48, atom 2 (C): -0.68, atom 3 (C): -0.27, atom 4 (C): -0.12, atom 5 (C): -0.50, atom 6 (C): 0.02

Model x:
Here is a 2-piece molecular cluster, C7H9N overall from OMol25. Energies are from ωB97M-V/def2-TZVPD.

Summary:
M   107.16 g/mol
2S+1   1
Orbital gap   10.535 eV
LUMO level   0.8 eV
Total charge   0
HOMO energy   -9.7343 eV

Element x y z (Å)
N1 0.13955 1.16365 -1.06716
C1 -1.00971 0.59568 -0.80234
C2 -1.51064 -0.56286 -1.39821
C3 0.32735 -0.51931 -2.84240
C4 0.59941 0.75756 3.20065
C5 0.67682 0.59052 -2.16358
C6 -0.91738 -1.15602 -2.44679
C7 1.19550 -0.10937 4.04107
H1 -1.30877 -1.93847 -3.05876
H2 2.10682 0.19890 4.51334
H3 -0.08318 0.04648 2.53687
H4 -1.87232 0.94213 -0.13764
H5 1.49650 1.19507 -2.59018
H6 0.74235 1.78434 3.02571
H7 -2.40658 -1.12604 -0.92339
H8 0.95843 -1.16403 3.97994
H9 0.86586 -0.69822 -3.86711

Mulliken population analysis, charges in e, atoms 1 to 6: atom 1 (N): -0.56, atom 2 (C): 0.01, atom 3 (C): -0.25, atom 4 (C): -0.30, atom 5 (C): -0.36, atom 6 (C): -0.10

Model y:
Here is one molecule with the formula C7H9N from OMol25. Energies are from ωB97M-V/def2-TZVPD.

Summary:
M   107.16 g/mol
2S+1   1
Orbital gap   8.530 eV
LUMO level   1.1 eV
Total charge   0
HOMO energy   -7.4156 eV

Element x y z (Å)
N1 -0.34509 -0.61246 0.38556
C1 0.50376 1.31803 -0.22322
C2 -2.13597 0.99826 0.13524
C3 1.17662 -0.04681 -0.43184
C4 -0.62094 0.73400 0.24749
C5 2.41112 -0.56333 0.29627
C6 -2.57724 -0.43909 -0.02187
C7 -1.47363 -1.23444 -0.11406
H1 -2.39535 1.58824 -0.77721
H2 1.20929 -0.54228 -1.47351
H3 2.44472 -1.58321 0.09427
H4 3.21542 0.04927 -0.10412
H5 2.41717 -0.53522 1.29530
H6 -1.30730 -2.33427 -0.31041
H7 -3.55689 -0.58685 -0.19424
H8 -2.68526 1.70599 0.89410
H9 0.80020 2.32823 -0.56815

Mulliken population analysis, charges in e, atoms 1 to 6: atom 1 (N): -0.24, atom 2 (C): -0.68, atom 3 (C): -0.46, atom 4 (C): 0.50, atom 5 (C): 0.15, atom 6 (C): -1.38

Model z:
Here is one molecule with the formula C7H9N from OMol25. Energies are from ωB97M-V/def2-TZVPD.

Summary:
M   107.16 g/mol
2S+1   1
Orbital gap   9.282 eV
LUMO level   1.1 eV
Total charge   0
HOMO energy   -8.2209 eV

Element x y z (Å)
N1 1.04539 -0.90798 -1.14107
C1 -1.88445 0.67623 1.42043
C2 0.04281 -0.35920 -0.31378
C3 -0.26507 -1.00246 0.87977
C4 2.23842 -0.07299 -1.28291
C5 -1.71827 1.20068 0.14819
C6 -1.15148 -0.44458 1.79046
C7 -0.75309 0.70905 -0.71468
H1 2.67541 0.21225 -0.32593
H2 2.00323 0.81571 -1.87500
H3 -1.16304 -0.75477 2.82863
H4 -0.65554 1.14497 -1.69809
H5 1.34506 -1.82478 -0.84397
H6 0.24807 -1.92915 1.12321
H7 -2.58357 1.16971 2.08596
H8 2.95617 -0.62028 -1.90013
H9 -2.38005 1.98759 -0.18111

Mulliken population analysis, charges in e, atoms 1 to 6: atom 1 (N): -0.38, atom 2 (C): -0.45, atom 3 (C): 0.42, atom 4 (C): -0.44, atom 5 (C): -0.92, atom 6 (C): -0.39

The structure with the greatest stability is model z.

Model w:
Here is one molecule with the formula C4H7NO3 from OMol25. Energies are from ωB97M-V/def2-TZVPD.

Summary:
M   117.10 g/mol
2S+1   1
Orbital gap   10.274 eV
LUMO level   0.6 eV
Total charge   0
HOMO energy   -9.6862 eV

Element x y z (Å)
O1 0.50113 0.38598 -2.54100
O2 -0.89210 1.57564 1.66876
O3 -2.61277 0.24098 1.09269
N1 -0.36728 -0.46458 -0.70292
C1 -1.30523 0.53344 1.26267
C2 0.71616 0.09328 -1.37753
C3 2.04459 0.01602 -0.72226
C4 -0.45863 -0.62562 0.74127
H1 -3.05642 1.08183 1.20539
H2 -0.96631 -1.55083 1.02858
H3 2.26884 -0.99463 -0.38189
H4 -1.25793 -0.61456 -1.14393
H5 2.80866 0.20788 -1.47254
H6 2.05499 0.68614 0.14011
H7 0.52230 -0.57097 1.20261

Mulliken population analysis, charges in e, atoms 1 to 6: atom 1 (O): -0.62, atom 2 (O): -0.53, atom 3 (O): -0.45, atom 4 (N): -0.17, atom 5 (C): 0.63, atom 6 (C): 0.74

Model x:
Here is one molecule with the formula C4H7NO3 from OMol25. Energies are from ωB97M-V/def2-TZVPD.

Summary:
M   117.10 g/mol
2S+1   1
Orbital gap   9.159 eV
LUMO level   0.4 eV
Total charge   0
HOMO energy   -8.7571 eV

Element x y z (Å)
O1 -1.36254 0.72900 0.15767
O2 0.51384 -2.63884 -0.02376
O3 1.60130 -0.77725 0.35700
N1 -0.24212 -0.79162 -1.12731
C1 -0.42333 0.53016 -0.92509
C2 0.50802 -1.31255 -0.19920
C3 -0.87967 0.81176 1.48767
C4 0.12960 1.53507 -1.59746
H1 -0.20821 2.55245 -1.43994
H2 2.09885 -1.49082 0.78419
H3 0.11896 1.25227 1.56370
H4 -1.56952 1.45417 2.04245
H5 0.81614 1.33377 -2.41045
H6 -0.92936 -0.18451 1.93817
H7 -0.17197 -3.00307 -0.60763

Mulliken population analysis, charges in e, atoms 1 to 6: atom 1 (O): -0.39, atom 2 (O): -0.52, atom 3 (O): -0.42, atom 4 (N): -0.56, atom 5 (C): 0.59, atom 6 (C): 0.71

The structure with the greatest stability is model w.

Model w:
Here is a 2-piece molecular cluster, C4H7NO3 overall from OMol25. Energies are from ωB97M-V/def2-TZVPD.

Summary:
M   117.10 g/mol
2S+1   1
Orbital gap   3.260 eV
LUMO level   -4.6 eV
Total charge   0
HOMO energy   -7.8313 eV

Element x y z (Å)
O1 -0.86313 -2.37306 0.31739
O2 0.57485 2.23670 -1.79685
O3 1.50853 3.53707 -0.22142
N1 -2.24194 -4.12399 0.90298
C1 1.00003 2.48169 -0.53375
C2 1.14632 1.32279 0.30921
C3 0.56840 0.01462 0.13890
C4 -1.71365 -2.95823 1.08087
H1 0.60131 -0.52961 1.08056
H2 -1.92173 -4.46862 -0.00643
H3 0.99561 2.91781 -2.34774
H4 1.03494 -0.63925 -0.61859
H5 1.61919 1.61267 1.24976
H6 -0.50529 0.10233 -0.12933
H7 -2.07255 -2.37452 1.94154

Mulliken population analysis, charges in e, atoms 1 to 6: atom 1 (O): -0.59, atom 2 (O): -0.44, atom 3 (O): -0.49, atom 4 (N): -0.66, atom 5 (C): 0.43, atom 6 (C): 0.11

Model x:
Here is C4H7NO3 as an isolated structure from OMol25. Energies are from ωB97M-V/def2-TZVPD.

Summary:
M   117.10 g/mol
2S+1   1
Orbital gap   8.844 eV
LUMO level   0.4 eV
Total charge   0
HOMO energy   -8.4352 eV

Element x y z (Å)
O1 -1.80654 -0.09834 -0.83334
O2 -0.03231 1.19364 -0.02609
O3 1.22065 -1.84102 -0.63922
N1 0.46777 -0.70900 -0.62537
C1 0.61742 0.06849 0.52632
C2 -0.49599 2.44055 0.81223
C3 -0.94248 -0.85167 -1.09944
C4 1.01788 -0.36394 1.76326
H1 0.87799 0.13519 2.95173
H2 0.69402 -1.66681 1.85100
H3 -1.10881 -1.69796 -1.70807
H4 1.85220 -1.77752 -1.62959
H5 0.33130 2.55218 1.66373
H6 -0.50933 3.18916 -0.16094
H7 -1.64713 2.43386 1.38476

Mulliken population analysis, charges in e, atoms 1 to 6: atom 1 (O): -0.40, atom 2 (O): -0.34, atom 3 (O): -0.50, atom 4 (N): 0.31, atom 5 (C): 0.44, atom 6 (C): -0.59

Model y:
Here is a 2-piece molecular cluster, C4H7NO3 overall from OMol25. Energies are from ωB97M-V/def2-TZVPD.

Summary:
M   117.10 g/mol
2S+1   1
Orbital gap   10.863 eV
LUMO level   0.6 eV
Total charge   0
HOMO energy   -10.2770 eV

Element x y z (Å)
O1 1.25736 0.98800 1.12403
O2 -0.10939 1.98838 -0.33104
O3 -2.43514 0.30574 -0.64456
N1 -1.37348 -0.42219 1.20044
C1 2.01766 -0.80949 -0.55508
C2 1.14231 0.09651 -1.02598
C3 -2.03076 -0.68637 0.18721
C4 0.63110 1.09322 -0.04581
H1 -2.27269 -1.70871 -0.10352
H2 0.80868 1.63943 1.78615
H3 -1.02085 -1.23376 1.72330
H4 0.71731 -0.13114 -2.00206
H5 2.30611 -1.56553 -1.31507
H6 -2.09975 1.19596 -0.38532
H7 2.46155 -0.75003 0.38732

Mulliken population analysis, charges in e, atoms 1 to 6: atom 1 (O): -0.47, atom 2 (O): -0.63, atom 3 (O): -0.49, atom 4 (N): -0.50, atom 5 (C): -0.67, atom 6 (C): -0.21

Model z:
Here is one molecule with the formula C4H7NO3 from OMol25. Energies are from ωB97M-V/def2-TZVPD.

Summary:
M   117.10 g/mol
2S+1   1
Orbital gap   10.263 eV
LUMO level   0.5 eV
Total charge   0
HOMO energy   -9.8068 eV

Element x y z (Å)
O1 -1.25145 1.48614 -1.05634
O2 2.53959 -0.89483 -0.01451
O3 -1.68677 -1.11590 1.22553
N1 1.49913 0.68573 -1.23971
C1 0.47344 -0.00169 0.83074
C2 -1.68382 0.62385 -0.34151
C3 -0.87312 -0.50146 0.25773
C4 1.61752 -0.12712 -0.17573
H1 -2.74494 0.58233 -0.04786
H2 -0.66571 -1.21094 -0.56535
H3 -1.21885 -1.86777 1.60607
H4 0.73231 -0.60843 1.70027
H5 0.67992 1.26338 -1.37114
H6 2.20183 0.64950 -1.95924
H7 0.38091 1.03721 1.15105

Mulliken population analysis, charges in e, atoms 1 to 6: atom 1 (O): -0.53, atom 2 (O): -0.63, atom 3 (O): -0.56, atom 4 (N): -0.32, atom 5 (C): -0.67, atom 6 (C): 0.00

The structure with the greatest stability is model z.